No. 1
The following is a DFT calculation (wB97M-V/def2-TZVPD) of a molecular structure, C41H44F3N6OPdS4.

Summary:
Spin multiplicity: 5
E, Eh: -4012.66908
LUMO (spin up / spin down), eV: 2.05 / 1.06
Net charge: -1
Kohn-Sham gap (spin up / spin down), eV: 6.4 / 5.5

Each line ends with the Löwdin charge.
Cartesian coordinates (Å):
Pd 0.694 -0.758 0.458  0.875
O -2.824 0.729 -0.375  -0.489
S -2.766 2.018 0.351  0.989
C -2.769 3.332 -0.882  -0.357
C -2.590 4.649 -0.487  -0.105
C -2.581 5.648 -1.447  -0.085
C -2.722 5.320 -2.789  -0.090
C -2.865 3.994 -3.172  -0.080
C -2.889 2.989 -2.216  -0.063
C -4.455 2.299 0.933  -0.352
C -4.748 3.358 1.780  -0.090
C -6.051 3.536 2.218  -0.087
C -7.045 2.651 1.817  -0.094
C -6.733 1.582 0.989  -0.076
C -5.430 1.398 0.545  -0.062
H -2.443 4.890 0.559  0.104
H -2.444 6.681 -1.150  0.103
H -2.694 6.099 -3.540  0.100
H -2.944 3.739 -4.221  0.108
H -2.974 1.943 -2.483  0.115
H -3.966 4.035 2.102  0.100
H -6.291 4.361 2.877  0.101
H -8.062 2.789 2.163  0.098
H -7.505 0.885 0.690  0.103
H -5.147 0.566 -0.087  0.110
C 0.047 1.112 2.956  -0.178
C -0.091 1.423 4.468  -0.157
N 0.231 0.246 5.274  -0.166
C 1.589 -0.185 4.932  -0.152
C 1.674 -0.592 3.439  -0.177
N 0.392 -0.307 2.769  -0.202
C -0.655 -1.127 3.403  -0.147
C -0.702 -0.826 4.923  -0.150
H 0.813 1.716 2.479  0.078
H -0.876 1.302 2.409  0.075
H -1.108 1.738 4.715  0.111
H 0.584 2.230 4.764  0.110
H 1.859 -1.021 5.579  0.114
H 2.268 0.640 5.158  0.111
H 1.883 -1.653 3.313  0.039
H 2.462 -0.049 2.914  0.096
H -0.427 -2.173 3.206  0.109
H -1.599 -0.900 2.912  0.112
H -0.435 -1.710 5.507  0.114
H -1.705 -0.519 5.231  0.111
S 1.807 -8.631 0.892  0.498
C 2.023 -6.992 0.660  -1.122
S 2.670 -5.935 1.870  0.947
C 2.457 -4.536 0.824  -1.130
N 1.967 -4.864 -0.330  0.012
N 1.740 -6.229 -0.415  -0.153
C 1.142 -6.663 -1.631  -0.207
C 0.155 -5.862 -2.194  -0.005
C -0.424 -6.238 -3.394  -0.084
C -0.023 -7.404 -4.035  -0.108
C 0.967 -8.191 -3.465  -0.093
C 1.557 -7.826 -2.264  -0.051
S 2.915 -2.968 1.319  0.584
H -0.144 -4.956 -1.686  0.096
H -1.196 -5.615 -3.827  0.100
H -0.478 -7.695 -4.973  0.093
H 1.290 -9.100 -3.958  0.097
H 2.324 -8.438 -1.816  0.077
C -0.251 -0.335 -2.404  -0.060
C 0.064 1.123 -2.391  -0.204
C 0.047 1.822 -3.583  -0.071
C 0.265 3.195 -3.634  -0.100
C 0.484 3.897 -2.453  -0.078
C 0.498 3.254 -1.232  -0.219
C 0.701 4.046 0.029  -0.058
C 0.310 1.826 -1.155  -0.343
N 0.342 1.266 0.052  0.030
H -0.318 -0.697 -3.432  0.086
H -1.191 -0.539 -1.888  0.065
H 0.508 -0.951 -1.915  0.017
H -0.144 1.278 -4.502  0.104
H 0.250 3.715 -4.584  0.097
H 0.630 4.973 -2.486  0.109
H 0.212 5.019 -0.051  0.066
H 1.762 4.226 0.220  0.074
H 0.298 3.502 0.883  0.054
C 2.874 -2.158 -1.974  -0.062
C 3.559 -1.226 -1.048  -0.375
C 4.980 -1.089 -0.884  -0.049
C 5.171 0.003 -0.095  -0.035
C 3.855 0.509 0.205  -0.332
C 3.540 1.728 0.996  -0.036
N 2.911 -0.238 -0.359  0.046
H 3.492 -3.035 -2.157  0.081
H 2.683 -1.654 -2.929  0.091
H 1.929 -2.507 -1.564  0.035
H 5.720 -1.749 -1.310  0.105
H 6.102 0.423 0.254  0.099
H 3.958 2.612 0.506  0.084
H 3.984 1.675 1.995  0.081
H 2.460 1.849 1.070  0.030
F -0.902 -2.803 -0.857  -0.019
C -0.746 -2.287 0.417  -0.588
F -2.023 -1.957 0.785  0.002
F -0.461 -3.389 1.181  -0.007


No. 2
The following is a DFT calculation (wB97M-V/def2-TZVPD) of 2 unconnected molecules or ions with the total composition C41H44N3O at a distorted geometry.

Summary:
Spin multiplicity: 1
E, Eh: -1828.01528
LUMO, eV: -4.30
Net charge: +1
Kohn-Sham gap, eV: 4.6

Each line ends with the Löwdin charge.
Cartesian coordinates (Å):
C 5.435 -0.353 3.970  -0.103
O 4.771 0.648 3.237  -0.097
C 3.388 0.712 3.447  -0.243
C 2.661 1.619 2.670  -0.015
C 1.300 1.734 2.795  -0.046
C 0.587 0.921 3.682  -0.242
C -0.874 0.994 3.698  -0.009
C -1.707 -0.085 3.589  -0.191
N -3.097 0.091 3.494  -0.074
C -3.749 1.396 3.230  -0.155
C -5.257 1.130 3.082  -0.153
C -5.424 -0.405 2.997  -0.151
C -4.010 -0.999 3.083  -0.153
C -1.150 -1.443 3.413  -0.200
C -0.345 -1.741 2.312  -0.033
C 0.177 -3.006 2.150  -0.077
C -0.092 -3.994 3.078  -0.083
C -0.899 -3.715 4.164  -0.073
C -1.424 -2.452 4.335  -0.042
C 1.317 0.026 4.478  -0.025
C 2.684 -0.066 4.371  -0.018
H 6.486 -0.351 3.676  0.094
H 5.364 -0.142 5.039  0.094
H 5.003 -1.330 3.745  0.093
H 3.190 2.216 1.949  0.110
H 0.752 2.421 2.173  0.106
H -1.311 1.977 3.690  0.093
H -3.533 2.089 4.049  0.117
H -3.325 1.818 2.313  0.108
H -5.808 1.535 3.940  0.109
H -5.662 1.628 2.192  0.105
H -6.046 -0.771 3.823  0.109
H -5.928 -0.707 2.071  0.100
H -3.674 -1.389 2.118  0.092
H -3.953 -1.822 3.801  0.108
H -0.140 -0.970 1.587  0.111
H 0.796 -3.225 1.297  0.101
H 0.311 -4.986 2.946  0.104
H -1.125 -4.487 4.880  0.106
H -2.052 -2.229 5.182  0.121
H 0.788 -0.595 5.179  0.119
H 3.216 -0.752 5.004  0.099
C -4.566 -3.176 -1.434  0.018
N -3.394 -2.361 -1.755  -0.046
C -2.949 -1.292 -1.019  0.057
C -1.825 -0.731 -1.631  -0.132
C -1.192 0.472 -1.220  0.112
C 0.020 1.010 -1.744  -0.204
C 1.114 0.198 -2.117  -0.003
C 2.238 0.723 -2.705  -0.134
C 2.314 2.115 -2.955  -0.061
N 3.464 2.671 -3.526  -0.038
C 4.658 1.851 -3.821  -0.136
C 4.288 0.408 -4.155  -0.158
C 3.381 -0.184 -3.067  -0.130
C 3.595 4.129 -3.740  -0.136
C 2.248 4.788 -4.025  -0.158
C 1.215 4.409 -2.954  -0.135
C 1.223 2.945 -2.603  -0.133
C 0.132 2.401 -1.973  0.037
C -1.594 -1.501 -2.834  -0.102
C -0.699 -1.352 -3.898  -0.014
C -0.738 -2.244 -4.938  -0.062
C -1.662 -3.292 -4.954  -0.065
C -2.583 -3.430 -3.943  0.000
C -2.563 -2.520 -2.877  -0.138
H -4.697 -3.967 -2.171  0.090
H -4.437 -3.625 -0.450  0.101
H -5.461 -2.555 -1.421  0.101
H -3.421 -0.932 -0.121  0.132
H -1.750 1.087 -0.533  0.126
H 1.071 -0.857 -1.905  0.135
H 5.223 2.309 -4.641  0.125
H 5.301 1.876 -2.935  0.132
H 3.768 0.381 -5.121  0.121
H 5.191 -0.208 -4.281  0.123
H 3.970 -0.382 -2.164  0.131
H 2.987 -1.158 -3.385  0.123
H 4.034 4.558 -2.833  0.132
H 4.303 4.318 -4.556  0.125
H 2.356 5.881 -4.084  0.123
H 1.888 4.468 -5.011  0.122
H 1.399 4.990 -2.043  0.128
H 0.206 4.690 -3.287  0.125
H -0.690 3.037 -1.698  0.130
H -0.007 -0.534 -3.908  0.096
H -0.046 -2.132 -5.755  0.109
H -1.648 -3.997 -5.771  0.112
H -3.302 -4.227 -3.964  0.106


Respective relative energy (zero: lowest compared OMol25 entry of this formula, charge and spin) values: 0.597, 0.382 eV.